(1)
87
Properties=species:S:1:pos:R:3 method="wB97M-V/def2-TZVPD" lumo_ev="-1.1 / -1.1" homo_energy_ev="-5.508 / -5.606" de_lowest_ev=0.0000 homo_lumo_gap_ev="4.42 / 4.52" multiplicity=8
Gd -0.0821 0.4177 -0.1567
C -3.1640 -0.6525 -2.6564
C -1.7692 -0.7297 -3.3938
C -1.9678 -0.3822 -4.8471
C -1.4411 -2.2523 -3.3955
C -0.6464 -0.0700 -2.7601
C 0.5932 0.1084 -2.9854
H -4.0421 -0.9953 -3.2200
H -3.4222 0.3234 -2.3881
H -3.2024 -1.2833 -1.7042
H -2.8616 -0.8467 -5.1776
H -1.1733 -0.7295 -5.4701
H -2.1743 0.6446 -5.1083
H -2.3436 -2.8073 -3.7100
H -1.1374 -2.5162 -2.3812
H -0.6450 -2.5505 -4.0625
S -2.6701 0.2197 0.5385
Sb -2.4609 0.0430 2.9763
C -3.6207 -1.7711 3.2197
C -3.1956 -2.4996 4.2402
C -4.0698 -3.2853 5.0007
C -5.4193 -3.3172 4.6076
C -5.8786 -2.6629 3.4584
C -4.9658 -1.9837 2.6684
C -4.0364 1.3634 3.6334
C -4.6588 2.2435 2.7694
C -5.4762 3.2715 3.2365
C -5.5749 3.4303 4.6266
C -5.0181 2.4769 5.4511
C -4.2614 1.3965 4.9649
C 1.2794 -1.3552 0.9849
C 0.6720 -2.5421 0.5085
C 1.1659 -3.7508 0.8698
C 2.3665 -3.8373 1.5841
C 3.0302 -2.6620 1.9715
C 2.4519 -1.4352 1.7833
H -2.1320 -2.5849 4.5442
H -3.7469 -3.7862 5.9195
H -6.1451 -3.8534 5.1948
H -6.9609 -2.7349 3.1759
H -5.2755 -1.4391 1.7752
H -4.5638 2.1833 1.6872
H -5.9895 3.9199 2.5656
H -6.0718 4.3042 5.1318
H -5.1285 2.4660 6.5551
H -3.7882 0.7109 5.6576
H -0.1445 -2.5001 -0.2126
H 0.5869 -4.6022 0.5298
H 2.7436 -4.8309 1.8030
H 3.9370 -2.8254 2.5650
H 4.1088 -0.1393 2.5045
C 4.8529 0.6490 -4.8713
N 4.0066 1.8880 -5.1372
C 4.3069 2.9801 -4.0897
N 4.1434 2.4669 -2.7009
C 5.0356 1.3523 -2.5608
N 4.7278 0.1779 -3.4916
C 3.4483 -0.4238 -3.2494
P 2.0079 0.9007 -3.2981
C 2.4992 1.5348 -4.9977
C 2.7752 2.3112 -2.3010
H 5.9233 0.9367 -5.0684
H 4.5517 -0.2230 -5.5041
H 4.1226 2.2881 -6.1135
H 3.5873 3.7393 -4.2704
H 5.3420 3.2499 -4.3308
H 5.0077 1.0586 -1.5156
H 6.0609 1.6487 -2.7542
H 3.5416 -0.9635 -2.2881
H 3.2339 -1.2958 -3.9661
H 1.9848 2.5222 -5.2420
H 2.2312 0.8510 -5.8119
H 2.7627 2.1049 -1.2445
H 2.1883 3.2068 -2.4632
S -0.4794 5.1819 -0.9420
C -0.1948 3.6750 -0.5672
N -0.0400 2.4814 -0.3263
C 3.7110 -0.5099 4.7778
O 2.6207 -0.4617 3.9401
C 2.9991 -0.2394 2.5122
C 2.4569 1.0331 2.0296
H 4.6378 -0.9498 4.2963
H 3.4229 -1.1130 5.6341
H 4.0274 0.4446 5.1458
H 3.0019 1.8989 2.3718
H 1.4453 1.1765 2.4147
H 2.4396 1.1124 0.9106

=====

(2)
86
Properties=species:S:1:pos:R:3 method="wB97M-V/def2-TZVPD" lumo_ev=0.5 homo_energy_ev=-6.805 homo_lumo_gap_ev=7.33 multiplicity=1
O -0.6383 3.4311 -3.2040
C -0.1156 2.1539 -3.5805
C -0.5611 1.1313 -2.5518
P 0.7698 0.7388 -1.3029
P 2.4089 0.1806 0.2764
O 1.4243 0.3887 1.5628
Cl 3.4228 2.0187 0.2303
H -0.2060 4.1168 -3.7248
H 0.9843 2.2078 -3.6379
H -0.4760 1.8825 -4.5795
H -0.8853 0.2048 -3.0347
H -1.4164 1.5375 -1.9981
H 1.0194 2.1237 -1.0671
H -0.0835 -0.0361 -0.4669
H 1.5630 0.0301 -2.2552
H 1.7586 -0.1288 2.3162
C -1.7262 -0.3970 2.7655
C -2.3633 -1.2138 1.6719
C -3.8641 -1.3483 1.7490
O -1.7238 -1.7105 0.7710
H -0.6562 -0.3176 2.5975
H -2.1698 0.5994 2.7526
H -1.9290 -0.8494 3.7384
H -4.3078 -0.3501 1.7323
H -4.1662 -1.8087 2.6911
H -4.2367 -1.9374 0.9142
C -3.7990 3.7598 -0.3056
C -3.5032 3.4834 1.1478
C -3.7729 4.6071 2.1183
O -3.0609 2.4194 1.5133
H -3.5628 2.8865 -0.9076
H -4.8500 4.0301 -0.4289
H -3.2119 4.6139 -0.6488
H -4.8233 4.9013 2.0678
H -3.1873 5.4853 1.8399
H -3.5190 4.2974 3.1286
C 3.7950 -3.5916 3.0069
C 3.9943 -2.1285 3.3073
C 5.3404 -1.7108 3.8249
O 3.1076 -1.3235 3.1219
H 2.7899 -3.7669 2.6324
H 4.5318 -3.9156 2.2692
H 3.9701 -4.1835 3.9076
H 6.1132 -1.9604 3.0958
H 5.5690 -2.2580 4.7423
H 5.3652 -0.6393 3.9978
C 8.3407 -0.0524 0.1926
C 7.4814 0.7431 1.1411
C 7.1268 2.1435 0.6982
O 7.0835 0.2857 2.1888
H 8.5616 -1.0305 0.6130
H 7.7984 -0.1811 -0.7447
H 9.2662 0.4850 -0.0214
H 6.6879 2.1214 -0.3005
H 8.0379 2.7435 0.6387
H 6.4246 2.5896 1.3970
C 5.7866 -3.6586 -3.2392
C 5.8178 -2.2948 -2.5935
C 4.5003 -1.5712 -2.4876
O 6.8439 -1.8156 -2.1692
H 6.7847 -4.0880 -3.2557
H 5.1057 -4.3124 -2.6906
H 5.3948 -3.5813 -4.2554
H 3.7954 -2.1772 -1.9149
H 4.0642 -1.4337 -3.4796
H 4.6338 -0.6092 -1.9980
C -7.2133 0.3566 3.4411
C -7.4807 -1.0845 3.8075
C -8.9103 -1.4371 4.1417
O -6.5984 -1.9087 3.8324
H -6.1566 0.4984 3.2289
H -7.8110 0.6372 2.5714
H -7.5203 1.0120 4.2587
H -9.5602 -1.2034 3.2960
H -9.2574 -0.8314 4.9812
H -8.9857 -2.4927 4.3882
C -4.3117 -0.6853 -4.1231
C -3.2876 -0.5826 -5.2271
C -3.8208 -0.4017 -6.6277
O -2.1026 -0.6395 -4.9982
H -3.8151 -0.8118 -3.1644
H -4.9324 0.2130 -4.1073
H -4.9811 -1.5272 -4.3112
H -4.4289 0.5036 -6.6803
H -4.4757 -1.2356 -6.8881
H -2.9985 -0.3395 -7.3354

=====

(3)
44
Properties=species:S:1:pos:R:3 method="wB97M-V/def2-TZVPD" lumo_ev="-0.5 / -0.5" homo_energy_ev="-7.591 / -7.591" de_lowest_ev=2.0123 homo_lumo_gap_ev="7.06 / 7.06" multiplicity=1
Pt -0.0828 -0.3829 0.2498
O 0.0524 1.9130 -4.6913
C 1.0828 1.0550 -4.7632
C 1.8603 1.0598 -5.9199
C 2.9016 0.1661 -6.0712
C 3.1960 -0.7534 -5.0699
C 2.4572 -0.7398 -3.9042
C 1.4067 0.1614 -3.7269
C 0.6705 0.1291 -2.4449
O 1.2562 -0.3742 -1.4212
N -0.5469 0.6266 -2.4388
N -1.2398 0.4133 -1.2977
C -2.2200 1.1694 -0.9533
C -3.0786 0.9471 0.1802
C -4.2543 1.7140 0.2487
C -5.1662 1.5701 1.2649
C -4.9125 0.6382 2.2739
C -3.7633 -0.1156 2.2476
C -2.8101 0.0097 1.2157
O -1.7562 -0.7673 1.2825
H -0.4584 1.6913 -3.8823
H 1.6141 1.7694 -6.6988
H 3.4932 0.1818 -6.9777
H 3.9960 -1.4699 -5.1992
H 2.6662 -1.4389 -3.1059
H -2.4473 2.0284 -1.5811
H -4.4457 2.4277 -0.5450
H -6.0697 2.1641 1.2816
H -5.6169 0.5110 3.0861
H -3.5461 -0.8363 3.0253
O 1.7138 0.5065 1.3463
S 3.0442 -0.1998 1.4773
C 2.7360 -1.9639 1.1007
C 2.1411 -2.5521 2.3705
C 3.0512 -2.0537 3.4883
C 3.1786 -0.5477 3.2844
H 3.6937 -2.4241 0.8491
H 2.0788 -1.9822 0.2297
H 2.0923 -3.6398 2.3273
H 1.1242 -2.1731 2.5087
H 4.0306 -2.5287 3.3982
H 2.6512 -2.2865 4.4751
H 4.1170 -0.1337 3.6501
H 2.3480 0.0032 3.7235

=====

(4)
13
Properties=species:S:1:pos:R:3 method="wB97M-V/def2-TZVPD" lumo_ev=0.7 homo_energy_ev=-10.537 de_lowest_ev=3.8102 homo_lumo_gap_ev=11.28 multiplicity=1
C -1.0491 0.9820 -0.3151
C 0.2737 0.2990 0.0070
C 0.5828 -0.8572 -0.9124
F 1.1797 1.2347 0.1928
N 0.2822 -0.4059 1.5562
O 0.7629 -1.4797 1.6298
O -0.0981 0.3618 2.4156
H -1.4093 1.4900 0.6033
H -1.6499 0.1415 -0.5081
H -0.8751 1.6704 -1.2119
H -0.2039 -1.4898 -1.1150
H 1.3259 -1.4885 -0.5184
H 0.8782 -0.4581 -1.8238